# C20H46CdN4O18S3

C20H46CdN4O18S3 as an isolated structure in a non-equilibrium geometry (wB97M-V/def2-TZVPD, the Open Molecules 2025 dataset).

Values from the calculation:
HOMO energy   -7.483 eV
F_max   7.6 eV Å⁻¹
LUMO energy   -0.10 eV

```
! RIJCOSX wB97M-V def2-TZVPD def2/J DEFGRID3
* xyz 0 1
Cd -0.30 0.28 0.52
C -3.07 -1.29 1.95
O -1.84 -0.78 1.44
H -2.82 -2.14 2.58
H -3.56 -0.77 2.77
H -3.85 -1.48 1.22
C 1.87 1.03 -1.51
O 0.70 0.21 -1.30
H 2.64 0.42 -1.97
H 1.75 1.93 -2.12
H 2.37 1.44 -0.63
C 5.90 -4.03 -1.94
C 5.27 -2.80 -2.40
O 5.43 -1.69 -1.87
N 4.34 -2.92 -3.35
C 3.38 -1.80 -3.61
H 5.14 -4.81 -1.92
H 6.32 -4.02 -0.93
H 6.73 -4.31 -2.59
H 4.10 -3.78 -3.81
H 3.87 -0.85 -3.85
H 2.72 -1.53 -2.80
H 2.76 -2.20 -4.42
C 2.95 -2.32 0.07
C 1.71 -2.38 0.88
O 0.92 -1.35 1.04
N 1.38 -3.36 1.64
C 0.15 -3.56 2.46
H 3.07 -3.29 -0.43
H 3.69 -1.99 0.80
H 2.99 -1.53 -0.68
H 2.06 -4.10 1.74
H 0.05 -2.68 3.09
H 0.10 -4.42 3.13
H -0.72 -3.71 1.82
C -0.96 4.34 -0.36
C -1.76 3.14 -0.02
O -1.29 2.07 0.08
N -3.00 3.32 0.34
C -3.99 2.29 0.74
H -0.39 3.98 -1.22
H -0.25 4.45 0.46
H -1.48 5.29 -0.42
H -3.29 4.21 -0.04
H -4.09 1.61 -0.11
H -4.90 2.83 0.98
H -3.64 1.85 1.68
C 2.58 3.01 2.04
C 1.15 2.47 2.32
O 0.77 1.37 1.94
N 0.30 3.23 2.97
C -1.08 2.92 3.22
H 2.95 3.68 2.81
H 2.82 3.39 1.05
H 3.27 2.17 2.19
H 0.66 4.13 3.26
H -1.39 1.96 2.81
H -1.86 3.52 2.75
H -1.28 3.04 4.29
C -2.05 2.93 -3.53
C -1.95 2.74 -4.99
O -2.84 1.80 -5.45
S -4.09 1.75 -4.44
O -4.61 0.40 -4.23
O -5.01 2.85 -4.79
O -3.18 2.12 -3.10
H -2.29 3.94 -3.20
H -1.21 2.61 -2.91
H -0.96 2.48 -5.36
H -2.26 3.67 -5.47
C -0.78 -2.85 -2.28
C -1.79 -1.72 -2.67
O -2.75 -2.42 -3.58
S -2.12 -3.83 -4.15
O -1.22 -3.61 -5.26
O -3.20 -4.84 -4.43
O -1.42 -3.99 -2.65
H -0.54 -2.85 -1.22
H 0.13 -2.74 -2.87
H -1.49 -0.90 -3.32
H -2.41 -1.27 -1.89
C 0.95 0.51 5.34
C -0.05 -0.46 4.63
O -1.05 -0.55 5.58
S -0.73 -0.06 7.13
O -0.91 -1.24 8.04
O -1.47 1.16 7.23
O 0.84 0.35 6.69
H 0.57 1.53 5.25
H 1.94 0.36 4.91
H 0.50 -1.38 4.49
H -0.55 -0.19 3.70
*
```